No. 1
This record from the OMol25 dataset describes C6H10O in the gas phase. The level of theory is ωB97M-V/def2-TZVPD.

Summary:
LUMO energy (alpha / beta): -0.390 / -0.390 eV
HOMO (alpha / beta): -7.6 / -7.6 eV
Max |F|: 0.0120 hartree/bohr
Energy relative to the best compared isomer or geometry (same formula, charge and spin): 81.16 kcal/mol
Electronic energy: -8427.7208 eV

Positions of all 17 atoms, in Å:
C1 2.27659 0.07398 0.08167
C2 0.98762 -0.72564 -0.21323
C3 -0.16363 -0.22920 0.62476
C4 -1.62514 -0.02126 -1.33620
O1 -0.01005 -0.43443 1.92175
C5 -1.29015 0.40727 0.08625
C6 -2.05585 1.42064 0.68259
H1 3.07638 -0.28999 -0.56732
H2 2.59953 -0.03378 1.12444
H3 2.15981 1.14544 -0.13877
H4 1.12781 -1.80293 -0.01994
H5 0.72456 -0.62303 -1.27407
H6 -2.66126 0.26624 -1.52770
H7 -0.98612 0.39710 -2.13235
H8 -1.55224 -1.11267 -1.37175
H9 -0.85112 -0.17230 2.34843
H10 -1.75674 1.73455 1.71143

Forces on the atoms, in the same order (eV/Å):
C 0.1 0.0 0.0
C -0.1 0.1 0.0
C 0.1 0.2 0.1
C -0.1 -0.1 -0.1
O -0.2 0.2 -0.2
C -0.3 0.2 -0.1
C 0.4 -0.2 0.1
H 0.0 0.0 0.1
H -0.1 0.0 -0.3
H -0.2 -0.3 0.1
H 0.1 0.4 0.1
H 0.1 0.0 0.4
H 0.2 0.0 0.0
H -0.2 0.0 0.3
H -0.1 0.0 -0.4
H 0.3 0.2 0.0
H 0.2 -0.6 -0.2

Let us look at the Löwdin charges, expressed in e, one per atom: C -0.07; C -0.16; C -0.27; C -0.10; O 0.12; C -0.41; C 0.09; H 0.07; H 0.08; H 0.09; H 0.13; H 0.10; H 0.07; H 0.08; H 0.07; H 0.13; H -0.02


No. 2
This record from the OMol25 dataset describes 2 unconnected molecules or ions with the total composition C6H10O at a distorted geometry. The level of theory is ωB97M-V/def2-TZVPD.

Summary:
LUMO energy: 1.031 eV
HOMO: -8.4 eV
Max |F|: 0.0787 hartree/bohr
SMILES: CC1=C(C)C1.C=O
Energy relative to the best compared isomer or geometry (same formula, charge and spin): 92.35 kcal/mol
Electronic energy: -8427.2358 eV

Positions of all 17 atoms, in Å:
C1 0.98016 0.03508 -0.70246
C2 0.66548 -0.47328 0.67589
C3 0.11222 0.68386 0.43424
C4 0.98292 -1.66987 1.34945
C5 -0.38056 1.99084 0.78553
C6 -1.64666 -0.44319 -1.74618
O1 -1.95542 -0.07130 -0.64412
H1 1.83835 0.57520 -0.83510
H2 0.90314 -1.81677 2.47595
H3 1.97410 -1.95542 0.86388
H4 0.38641 -2.45584 0.87589
H5 0.47480 2.70070 0.57330
H6 -0.46882 2.07402 1.90076
H7 -1.21123 2.38859 0.22347
H8 0.44167 -0.43146 -1.61069
H9 -1.41514 0.33845 -2.44185
H10 -1.68142 -1.46962 -2.17795

Forces on the atoms, in the same order (eV/Å):
C -3.9 -0.8 0.9
C -1.0 3.1 -1.2
C 1.5 -2.3 -1.0
C 1.5 -3.0 0.6
C 1.6 1.8 1.5
C -0.8 0.5 -0.2
O -0.6 -1.2 0.2
H 2.5 0.8 -1.0
H 0.3 0.6 -1.5
H -0.6 0.2 1.5
H -0.4 -0.1 0.3
H -0.7 -0.5 0.0
H -0.6 0.0 -1.0
H -0.5 -0.3 0.1
H 1.0 0.7 1.1
H 0.5 0.4 -1.1
H 0.0 0.1 0.7

Let us look at the Löwdin charges, expressed in e, one per atom: C -0.05; C -0.28; C -0.22; C -0.06; C -0.06; C -0.18; O -0.02; H 0.05; H 0.10; H 0.11; H 0.08; H 0.10; H 0.10; H 0.07; H 0.08; H 0.07; H 0.10


No. 3
This record from the OMol25 dataset describes a molecular structure, C6H10O. The level of theory is ωB97M-V/def2-TZVPD.

Summary:
LUMO energy: 0.717 eV
HOMO: -9.5 eV
Max |F|: 0.0120 hartree/bohr
Energy relative to the best compared isomer or geometry (same formula, charge and spin): 120.29 kcal/mol
Electronic energy: -8426.0240 eV

Positions of all 17 atoms, in Å:
C1 1.89088 -0.71159 0.06714
C2 0.71082 0.12409 0.52518
C3 0.49461 1.44799 -0.31972
C4 -1.06086 1.79590 -0.56273
C5 -1.24883 0.67637 -0.01115
C6 -0.68136 -0.59772 0.44362
O1 -0.78934 -1.67750 -0.44748
H1 1.75894 -1.06049 -0.96176
H2 2.80538 -0.10834 0.09852
H3 2.03022 -1.59276 0.70055
H4 0.84204 0.41544 1.57246
H5 0.93453 1.35422 -1.31885
H6 0.94941 2.30246 0.18675
H7 -3.40958 -0.29160 -0.26878
H8 -3.54855 0.24052 0.23369
H9 -1.03434 -0.97229 1.40640
H10 -0.64397 -1.34470 -1.34383

Forces on the atoms, in the same order (eV/Å):
C 0.0 0.0 0.0
C 0.1 0.0 0.1
C 0.5 0.1 0.0
C -0.2 -0.5 0.2
C 0.0 0.4 -0.2
C 0.0 0.1 0.2
O 0.0 0.1 -0.3
H 0.0 0.0 0.1
H -0.1 -0.1 0.0
H 0.0 0.1 -0.1
H 0.0 0.0 -0.2
H -0.1 0.0 0.2
H -0.1 -0.1 -0.1
H -0.1 0.0 0.0
H -0.1 -0.1 0.0
H 0.1 0.1 -0.1
H -0.1 -0.1 0.1

Let us look at the Löwdin charges, expressed in e, one per atom: C -0.06; C -0.30; C -0.17; C 0.01; C -0.11; C -0.35; O -0.02; H 0.08; H 0.09; H 0.09; H 0.14; H 0.11; H 0.10; H 0.07; H 0.07; H 0.15; H 0.11


No. 4
This record from the OMol25 dataset describes a molecular structure, C6H10O at a distorted geometry. The level of theory is ωB97M-V/def2-TZVPD.

Summary:
LUMO energy: 0.927 eV
HOMO: -8.9 eV
Max |F|: 0.1398 hartree/bohr
Energy relative to the best compared isomer or geometry (same formula, charge and spin): 186.57 kcal/mol
Electronic energy: -8423.1497 eV

Positions of all 17 atoms, in Å:
C1 -1.52465 -0.18051 0.79745
C2 -0.28528 0.35838 -0.00553
C3 0.99573 0.35965 0.81240
C4 1.27425 -1.28176 0.13243
C5 0.23900 0.10366 -1.29194
C6 -0.72026 1.30392 -1.15721
H1 -1.97158 0.84054 1.24203
H2 -1.06388 -0.70224 1.98861
H3 -2.16365 -0.86898 0.27138
H4 1.64868 1.16130 0.50079
H5 0.82861 0.47580 1.85273
H6 0.94647 -2.02278 1.03482
H7 2.32395 -1.60532 -0.10427
H8 1.19840 0.45656 -1.45947
H9 -0.47589 2.13737 -1.85019
H10 -1.88241 0.73109 -1.54732
O1 0.63249 -1.26668 -1.21669

Forces on the atoms, in the same order (eV/Å):
C 2.5 1.5 4.0
C -0.3 4.1 3.1
C -0.7 -1.9 -2.1
C 1.2 0.2 1.9
C 0.0 -1.2 -0.3
C -4.7 -4.0 -3.7
H 0.3 -2.6 -1.3
H -1.5 1.2 -4.0
H -0.4 0.0 0.1
H 0.5 -0.3 -0.3
H 0.1 -0.7 1.2
H -0.2 1.4 -2.7
H -0.7 0.8 0.5
H 1.7 2.0 -0.1
H 0.1 -0.2 1.3
H 3.1 2.5 1.5
O -0.9 -2.7 0.9

Let us look at the Löwdin charges, expressed in e, one per atom: C -0.04; C -0.54; C -0.04; C -0.07; C -0.36; C 0.04; H 0.12; H 0.17; H 0.05; H 0.10; H 0.07; H 0.14; H 0.10; H 0.11; H 0.10; H 0.19; O -0.11


No. 5
This record from the OMol25 dataset describes 2 unconnected molecules or ions with the total composition C6H10O. The level of theory is ωB97M-V/def2-TZVPD.

Summary:
LUMO energy: 1.031 eV
HOMO: -7.9 eV
Max |F|: 0.0060 hartree/bohr
SMILES: CC1=C2C[C@@H]2CO1.[H][H]
Energy relative to the best compared isomer or geometry (same formula, charge and spin): 82.72 kcal/mol
Electronic energy: -8427.6532 eV

Positions of all 17 atoms, in Å:
C1 0.51766 0.98017 1.82783
C2 0.44019 0.12399 0.61249
O1 1.16433 -1.02409 0.65814
C3 0.55378 -1.92094 -0.32672
C4 -0.21158 -1.01288 -1.26873
C5 -1.53420 -0.32279 -0.96341
C6 -0.25439 0.28535 -0.53347
H1 1.56062 1.14678 2.11684
H2 0.02010 0.48335 2.66876
H3 0.03896 1.94324 1.64230
H4 0.39080 3.37250 -0.68892
H5 1.36561 -2.44288 -0.83719
H6 -0.04750 -2.64988 0.23072
H7 0.09665 -0.99937 -2.31373
H8 -2.18269 -0.72158 -0.18478
H9 -2.07122 0.08335 -1.81957
H10 0.15287 2.67568 -0.82057

Forces on the atoms, in the same order (eV/Å):
C 0.0 0.0 0.0
C -0.2 0.1 0.0
O 0.1 0.1 0.0
C -0.1 -0.2 -0.1
C 0.1 -0.2 -0.1
C -0.2 0.0 0.0
C 0.1 0.0 0.3
H -0.1 0.0 -0.1
H 0.1 0.0 -0.1
H 0.1 -0.2 0.0
H 0.0 0.0 0.0
H -0.1 0.1 0.1
H 0.1 0.1 -0.1
H 0.0 0.0 0.2
H 0.1 0.0 -0.1
H 0.1 -0.1 0.1
H 0.1 0.1 0.0

Let us look at the Löwdin charges, expressed in e, one per atom: C -0.01; C -0.33; O -0.02; C -0.09; C -0.21; C -0.04; C -0.17; H 0.09; H 0.09; H 0.07; H 0.04; H 0.12; H 0.12; H 0.13; H 0.11; H 0.10; H 0.01


No. 6
This record from the OMol25 dataset describes C6H10O in the gas phase. The level of theory is ωB97M-V/def2-TZVPD.

Summary:
LUMO energy: 0.602 eV
HOMO: -7.4 eV
Max |F|: 0.0081 hartree/bohr
Energy relative to the best compared isomer or geometry (same formula, charge and spin): 92.78 kcal/mol
Electronic energy: -8427.2171 eV

Positions of all 17 atoms, in Å:
C1 -2.10386 -0.20920 -0.86921
O1 -1.54916 -0.31982 0.44910
C2 -0.30318 0.02538 0.61671
C3 1.76825 -0.31061 -0.71486
C4 0.21894 -0.33426 1.97563
C5 0.55723 0.52560 -0.41075
C6 0.06088 1.73093 -0.75349
H1 -1.40902 -0.61779 -1.60936
H2 -3.03280 -0.77693 -0.84012
H3 -2.23574 0.85300 -1.07580
H4 1.46618 -1.36764 -0.71918
H5 2.58999 -0.19927 0.00248
H6 2.12989 -0.06387 -1.71370
H7 1.17780 0.15451 2.14490
H8 0.35653 -1.42067 2.05694
H9 -0.48113 -0.03358 2.75672
H10 0.78922 2.36422 -1.29600

Forces on the atoms, in the same order (eV/Å):
C -0.1 0.1 -0.2
O 0.1 0.3 0.2
C -0.1 -0.2 0.2
C 0.3 0.0 -0.1
C 0.0 0.1 0.1
C -0.1 -0.1 -0.1
C 0.2 -0.4 0.0
H -0.1 0.0 0.2
H 0.1 0.1 0.0
H -0.1 -0.1 -0.1
H 0.2 0.1 -0.1
H -0.1 0.0 -0.1
H 0.1 0.0 0.1
H -0.1 -0.1 0.0
H -0.1 0.2 -0.1
H 0.0 0.0 -0.1
H -0.2 0.0 0.2

Let us look at the Löwdin charges, expressed in e, one per atom: C -0.04; O -0.03; C -0.30; C -0.06; C 0.02; C -0.46; C 0.07; H 0.10; H 0.09; H 0.08; H 0.08; H 0.08; H 0.08; H 0.09; H 0.10; H 0.10; H 0.01


No. 7
This record from the OMol25 dataset describes C6H10O in the gas phase at a distorted geometry. The level of theory is ωB97M-V/def2-TZVPD.

Summary:
LUMO energy: 0.887 eV
HOMO: -8.2 eV
Max |F|: 0.0424 hartree/bohr
SMILES: C[C@H]1C[C@@]2(O)C[C@@H]12
Energy relative to the best compared isomer or geometry (same formula, charge and spin): 49.71 kcal/mol
Electronic energy: -8429.0848 eV

Positions of all 17 atoms, in Å:
C1 -0.27099 -1.05524 1.80402
C2 -0.56172 -0.85533 0.32305
C3 -1.08573 0.54081 -0.12023
C4 0.09270 0.73582 -1.03856
O1 -0.04125 1.35555 -2.27842
C5 1.38394 0.54094 -0.37349
C6 0.64627 -0.73476 -0.60624
H1 -1.19969 -1.02265 2.38538
H2 0.39524 -0.27681 2.19521
H3 0.20744 -2.02442 1.98158
H4 -1.23350 -1.64790 -0.01933
H5 -1.15400 1.31676 0.64607
H6 -2.04132 0.47097 -0.64982
H7 0.50767 2.15636 -2.28105
H8 2.26921 0.66176 -0.98776
H9 1.48093 0.91614 0.64001
H10 0.60480 -1.07801 -1.62040

Forces on the atoms, in the same order (eV/Å):
C 0.0 0.0 0.0
C -0.2 0.0 0.0
C -0.2 0.3 0.4
C 0.0 0.4 0.9
O 0.3 -0.3 0.0
C 0.3 0.5 0.1
C -1.1 1.1 -1.5
H 0.1 0.0 -0.1
H -0.1 -0.1 -0.1
H -0.1 0.1 0.0
H 0.1 0.1 0.0
H -0.3 0.0 0.2
H 0.2 0.0 0.0
H -0.2 -0.4 0.0
H -0.1 0.2 0.0
H 0.2 -0.2 0.1
H 0.9 -1.6 -0.1

Let us look at the Löwdin charges, expressed in e, one per atom: C -0.07; C -0.32; C -0.07; C -0.46; O 0.03; C -0.06; C -0.09; H 0.08; H 0.07; H 0.08; H 0.13; H 0.11; H 0.12; H 0.11; H 0.12; H 0.11; H 0.13


No. 8
This record from the OMol25 dataset describes 2 unconnected molecules or ions with the total composition C6H10O at a distorted geometry. The level of theory is ωB97M-V/def2-TZVPD.

Summary:
LUMO energy: 0.561 eV
HOMO: -8.0 eV
Max |F|: 0.0215 hartree/bohr
SMILES: C1=CCCCOC=1.[H][H]
Energy relative to the best compared isomer or geometry (same formula, charge and spin): 89.82 kcal/mol
Electronic energy: -8427.3453 eV

Positions of all 17 atoms, in Å:
C1 0.78847 -1.16854 0.35197
C2 1.28923 -0.52026 -0.94765
O1 1.37459 0.91062 -0.93290
C3 0.37699 1.57041 -0.33080
C4 -0.85270 1.06804 -0.14477
C5 -1.47528 -0.07666 0.06028
C6 -0.73361 -1.33716 0.42617
H1 1.14288 -0.57488 1.20100
H2 1.25733 -2.15698 0.44927
H3 2.31551 -0.83234 -1.16351
H4 0.65699 -0.80928 -1.79560
H5 -0.88519 2.85368 1.24575
H6 0.64476 2.61446 -0.14862
H7 -1.27643 2.45590 0.75439
H8 -2.54635 -0.16903 -0.11979
H9 -1.04161 -2.10408 -0.30779
H10 -1.03558 -1.72388 1.40260

Forces on the atoms, in the same order (eV/Å):
C 0.0 0.1 0.1
C 0.0 -0.3 -0.1
O 0.2 0.2 -0.3
C 0.0 0.1 -0.2
C 0.4 -0.7 -0.5
C -0.2 -0.1 -0.1
C 0.0 0.0 0.2
H 0.0 0.0 -0.1
H -0.1 0.2 -0.1
H -0.2 0.0 0.0
H 0.0 -0.1 0.1
H 0.2 0.8 0.8
H 0.0 -0.4 0.3
H -0.6 0.3 0.1
H 0.2 -0.1 -0.4
H 0.0 0.3 0.2
H 0.1 -0.1 0.1

Let us look at the Löwdin charges, expressed in e, one per atom: C -0.17; C -0.17; O -0.06; C -0.20; C -0.14; C -0.11; C -0.20; H 0.12; H 0.11; H 0.12; H 0.13; H 0.09; H 0.11; H 0.03; H 0.10; H 0.12; H 0.11


No. 9
This record from the OMol25 dataset describes 2 unconnected molecules or ions with the total composition C6H10O. The level of theory is ωB97M-V/def2-TZVPD.

Summary:
LUMO energy: -0.052 eV
HOMO: -8.8 eV
Max |F|: 0.0151 hartree/bohr
Energy relative to the best compared isomer or geometry (same formula, charge and spin): 112.56 kcal/mol
Electronic energy: -8426.3594 eV

Positions of all 17 atoms, in Å:
C1 0.38737 -2.06244 -1.14890
C2 -0.53971 -1.18003 1.09669
C3 0.61915 -0.32087 1.53626
C4 -0.56186 0.30945 0.89481
C5 -0.47406 1.06001 -0.41039
C6 -0.34341 2.55420 -0.21224
O1 -0.39847 3.11562 0.85490
H1 0.49193 -3.12386 -1.36355
H2 1.37858 -1.61328 -1.04184
H3 -0.16219 -1.56228 -1.94804
H4 -0.20461 -2.04230 -0.21433
H5 0.75685 -0.28875 2.61399
H6 1.55732 -0.33579 0.97894
H7 -1.31112 0.73185 1.56724
H8 -1.36678 0.90118 -1.03469
H9 0.37747 0.72636 -1.01691
H10 -0.20647 3.13094 -1.15193

Forces on the atoms, in the same order (eV/Å):
C 0.4 0.0 -0.7
C 0.0 0.4 0.4
C 0.2 0.0 0.1
C -0.2 0.0 0.0
C 0.0 -0.1 0.1
C 0.0 0.1 0.3
O 0.0 -0.3 -0.5
H 0.0 0.0 -0.1
H -0.2 -0.1 0.1
H 0.0 -0.1 0.1
H 0.0 0.0 0.0
H 0.0 0.0 -0.1
H -0.3 -0.1 0.1
H 0.1 0.0 -0.1
H 0.1 0.0 0.1
H -0.1 0.0 0.1
H 0.0 0.0 0.1

Let us look at the Löwdin charges, expressed in e, one per atom: C -0.03; C 0.10; C -0.17; C -0.36; C -0.14; C -0.25; O 0.06; H 0.04; H 0.04; H 0.04; H -0.05; H 0.10; H 0.11; H 0.14; H 0.13; H 0.11; H 0.12


No. 10
This record from the OMol25 dataset describes 2 unconnected molecules or ions with the total composition C6H10O. The level of theory is ωB97M-V/def2-TZVPD.

Summary:
LUMO energy: 0.795 eV
HOMO: -8.8 eV
Max |F|: 0.0106 hartree/bohr
SMILES: C=CC=C.CC=O
Energy relative to the best compared isomer or geometry (same formula, charge and spin): 37.89 kcal/mol
Electronic energy: -8429.5971 eV

Positions of all 17 atoms, in Å:
C1 0.61227 1.23217 -1.93559
C2 1.20761 0.16755 -1.05536
C3 -0.45148 1.11177 1.19345
C4 -1.28003 0.06776 1.09635
C5 -0.92100 -1.35270 1.23159
C6 0.32293 -1.82457 1.32098
O1 0.99653 -1.01218 -1.20722
H1 0.58480 2.21062 -1.44943
H2 -0.38824 0.93360 -2.25685
H3 1.25365 1.30535 -2.82189
H4 1.92595 0.51773 -0.28237
H5 -0.79062 2.12103 0.97935
H6 0.58587 1.00418 1.50234
H7 -2.31845 0.26311 0.83067
H8 -1.74381 -2.06040 1.15036
H9 1.19081 -1.17439 1.39003
H10 0.53139 -2.88849 1.28456

Forces on the atoms, in the same order (eV/Å):
C -0.1 0.0 -0.1
C 0.0 -0.3 -0.3
C -0.1 -0.1 0.1
C 0.1 0.2 0.0
C 0.2 -0.1 0.0
C -0.2 0.0 0.1
O 0.2 0.5 -0.1
H 0.0 -0.2 0.0
H 0.1 0.0 0.0
H -0.1 0.0 0.1
H 0.0 -0.1 -0.1
H 0.0 -0.1 0.1
H -0.2 0.0 0.0
H 0.1 0.0 0.0
H 0.1 0.1 0.0
H -0.2 -0.1 0.0
H -0.1 0.1 0.1

Let us look at the Löwdin charges, expressed in e, one per atom: C -0.06; C -0.36; C -0.02; C -0.18; C -0.19; C 0.00; O 0.02; H 0.07; H 0.09; H 0.08; H 0.11; H 0.06; H 0.06; H 0.10; H 0.09; H 0.06; H 0.07